No. 1
# C34H30BiN6O6S2

C34H30BiN6O6S2 as an isolated structure (wB97M-V/def2-TZVPD, the OMol25 dataset).

Values from the calculation:
HOMO	-4.89	eV
energy above the lowest of the compared OMol25 structures with the same formula, charge and spin	119.8	kJ/mol
max |F|	0.84	eV Å⁻¹
energy	-84483.3215	eV
Kohn-Sham gap	7.086	eV

ORCA input file:
```
! RIJCOSX wB97M-V def2-TZVPD def2/J DEFGRID3
* xyz -1 1
C 4.351 4.328 1.375
H -1.775 2.022 2.051
C -2.128 4.532 0.593
C 0.236 -4.410 -4.980
H -2.091 5.502 0.087
H 0.544 3.113 3.638
C 1.363 2.824 2.993
C -0.554 -3.538 -2.880
C -4.618 0.186 0.312
H -0.423 -2.475 5.147
O 1.284 0.595 -2.651
C 0.478 -4.043 -3.666
C 2.971 2.204 -2.126
C -3.354 -0.356 0.495
C 1.454 1.492 2.599
H 1.046 -4.799 -5.585
N 0.724 -3.606 -0.886
C -4.101 3.570 1.872
H -1.220 -4.565 -6.551
H 2.420 2.678 -1.316
C -2.066 -3.772 -4.744
H 0.637 -1.176 -3.368
H -1.448 -0.272 -4.444
O -1.177 -2.275 -0.959
H 3.210 -5.003 2.973
N -2.382 0.308 1.112
H -3.436 5.451 1.966
Bi 0.134 -1.041 0.985
H -2.611 -2.995 -2.808
C -1.825 -3.402 -3.430
C 3.372 3.381 1.787
N 5.145 5.094 1.046
H -3.091 -1.347 0.141
C 2.347 -4.413 4.835
C -3.826 2.190 1.361
O -0.505 -2.406 2.607
S 0.265 0.371 3.207
H -2.298 3.748 -0.142
H 3.663 2.922 -2.564
O -0.891 4.235 1.185
H -3.059 -3.661 -5.163
C 1.520 -3.959 1.228
C -4.856 1.474 0.760
H 3.534 1.368 -1.711
O -5.071 3.810 2.569
H 1.466 -4.126 -3.234
H 4.340 1.734 0.826
C 2.272 3.783 2.563
H -5.829 1.933 0.642
H -5.399 -0.385 -0.170
O -0.676 1.917 -0.912
C -1.036 -4.281 -5.522
C 1.310 -3.707 5.444
C -0.963 0.232 -3.608
H 2.027 -4.843 0.835
H 1.335 2.480 -3.520
C 0.296 1.434 -0.597
N 0.877 -3.214 0.412
H -1.115 1.309 -3.700
N 1.680 6.231 3.080
C 3.487 2.045 1.414
H 0.938 0.038 -4.609
S 2.689 -0.534 1.137
C 0.438 -3.039 3.279
C 1.490 -3.769 2.660
C -0.335 -3.076 -1.471
C 2.523 1.101 1.754
C 0.373 -3.042 4.684
C 0.518 -0.122 -3.609
H 2.582 1.339 -4.061
C -2.603 1.546 1.540
H -0.679 4.885 1.867
C 2.416 -4.448 3.460
H -1.429 -0.115 -2.687
H 3.089 -4.924 5.436
N -3.239 4.571 1.514
C 2.016 1.683 -3.185
C 2.001 5.147 2.859
H 1.247 -3.670 6.525
*
```

***

No. 2
# C34H30FN5O2RuS2

C34H30FN5O2RuS2 as an isolated structure (wB97M-V/def2-TZVPD, the OMol25 dataset).

Values from the calculation:
HOMO (spin up / spin down)	-9.96 / -9.89	eV
energy above the lowest of the compared OMol25 structures with the same formula, charge and spin	46.8	kJ/mol
⟨S²⟩	0.756
max |F|	0.79	eV Å⁻¹
energy	-74255.9211	eV
Kohn-Sham gap (spin up / spin down)	6.765 / 6.701	eV

ORCA input file:
```
! RIJCOSX wB97M-V def2-TZVPD def2/J DEFGRID3
* xyz 1 2
C 0.327 -1.530 -0.077
H -0.904 0.123 -4.400
H -4.959 1.843 -0.788
H -1.742 -4.542 3.853
C -0.203 -1.927 2.351
Ru -0.661 0.202 -0.411
H 1.177 4.485 -4.783
C -2.229 1.936 3.758
H 0.757 -0.405 -4.086
C 3.451 1.377 0.862
H -5.451 0.877 -2.219
C -0.478 1.494 2.198
C 3.740 -5.454 -0.746
C 2.616 -3.730 -1.982
H -0.693 -2.364 4.391
H 1.552 -1.319 -1.748
H 3.770 -5.292 -2.886
C 0.148 2.678 4.209
H -2.895 3.520 -3.505
F -2.345 -0.777 -0.712
H 0.989 3.271 -0.683
N 1.124 0.942 0.550
H 4.360 -6.341 -0.722
O -0.530 -0.486 -2.466
H -2.572 2.355 4.694
H 2.540 0.382 -0.820
C 3.223 2.007 2.065
C 0.980 3.744 -4.020
C -0.737 -2.708 3.365
H -4.165 3.684 -2.262
H 2.364 -3.271 -2.932
H -3.217 0.203 1.006
H -4.133 1.163 3.141
C 0.544 2.478 -4.367
C -0.810 -3.591 0.740
H 0.273 -0.989 2.601
H 3.550 -5.334 1.386
H 2.143 -3.323 1.343
N -0.041 3.268 5.377
C -0.883 2.046 3.405
C -3.758 3.043 -3.043
C 0.307 1.557 -3.356
C 3.409 -4.867 -1.959
C 0.888 3.067 -1.743
C 1.908 2.087 2.527
N -1.325 0.863 1.366
C 2.484 -3.756 0.412
S 1.402 3.785 5.871
H 0.397 2.199 -5.403
C 2.382 0.860 0.134
H -0.788 -1.411 -2.564
S -3.172 1.519 -2.321
C -0.226 -2.358 1.026
H 1.500 5.023 -2.358
C -1.355 -4.369 1.749
H -1.808 -5.322 1.507
H 4.450 1.273 0.463
C 0.904 1.533 1.741
C -2.606 0.752 1.705
C 1.299 -1.944 -0.893
N 2.314 3.291 4.640
C 3.281 -4.890 0.436
H -0.835 -3.937 -0.286
C 2.127 -3.168 -0.802
H -4.450 0.119 -0.962
C -0.097 0.135 -3.664
C -1.320 -3.931 3.065
H 4.026 2.424 2.657
O -2.184 1.983 -1.279
C -4.671 1.049 -1.477
H -4.509 2.824 -3.802
C -3.087 1.283 2.899
C 1.503 2.691 3.784
C 1.162 4.047 -2.677
N 0.466 1.846 -2.073
*
```

***

No. 3
# C34H30FeN6O2S2

C34H30FeN6O2S2 as an isolated structure at a distorted geometry (wB97M-V/def2-TZVPD, the OMol25 dataset).

Values from the calculation:
HOMO (spin up / spin down)	-10.20 / -10.21	eV
energy above the lowest of the compared OMol25 structures with the same formula, charge and spin	356.4	kJ/mol
⟨S²⟩	0.770
max |F|	2.37	eV Å⁻¹
energy	-104830.0973	eV
Kohn-Sham gap (spin up / spin down)	5.753 / 5.799	eV

ORCA input file:
```
! RIJCOSX wB97M-V def2-TZVPD def2/J DEFGRID3
* xyz 1 2
C -3.660 0.301 -0.560
H 0.506 3.022 4.211
C -5.543 1.722 -0.147
H -4.020 0.472 3.899
H -5.268 3.786 -0.652
H 1.249 -5.177 -3.247
O -2.991 -1.811 0.879
H 3.176 4.959 -1.068
N 0.755 3.865 2.273
H -2.411 4.303 2.834
N 1.073 -0.955 -1.498
H 1.070 1.915 2.952
C 2.349 -0.753 -1.743
C -0.886 -2.308 -1.632
C 2.504 2.067 0.494
C -3.347 2.461 3.427
C 0.052 -2.379 2.299
H 3.256 -3.686 -3.150
C -4.964 0.465 -0.115
C 3.254 4.143 -0.362
N 1.754 0.922 0.684
N 0.511 -1.317 1.714
C 4.252 4.190 0.621
C 1.277 -3.165 -2.469
H 3.076 -1.629 3.823
H -0.734 4.328 0.914
C 1.711 -0.918 2.243
C -0.678 -4.548 -2.566
C 0.666 5.229 2.749
H 3.892 0.694 3.019
C -2.298 0.446 2.637
C -1.449 -3.530 -1.996
C -2.387 3.222 2.777
C -1.390 2.604 2.026
C -4.812 2.805 -0.617
C 0.660 -4.386 -2.803
C -2.931 1.371 -1.051
H -0.128 5.373 3.499
H -1.161 -5.480 -2.825
H -2.953 3.478 -1.442
C 0.514 -2.129 -1.874
H -5.511 -0.400 0.238
H 1.617 3.031 -1.218
H -4.138 2.949 3.981
H -0.890 -2.841 2.033
C 3.178 -1.703 -2.353
C -0.303 3.434 1.366
H 1.617 5.502 3.209
H 4.918 5.042 0.651
H 2.173 3.145 3.614
S -3.082 -1.382 -0.502
C -3.512 2.632 -1.065
H 4.218 -1.472 -2.539
H 2.747 0.211 -1.447
N -1.538 -1.242 -1.048
C 1.142 2.938 3.316
C 2.169 -1.716 3.247
H -6.566 1.850 0.179
H -2.503 -3.685 -1.844
Fe -0.359 0.099 0.146
C -1.396 1.224 1.945
C 2.646 -2.914 -2.699
H 5.191 3.213 2.291
H -2.272 -0.633 2.590
H 0.487 5.905 1.914
C 3.517 2.115 1.465
H 0.141 2.825 0.568
C -3.293 1.077 3.375
C 2.377 3.083 -0.449
O -3.954 -2.118 -1.368
C 4.410 3.175 1.543
N 3.355 0.965 2.213
C 2.287 0.299 1.711
H -1.939 1.222 -1.471
S 1.062 -2.986 3.542
*
```

***

No. 4
# C34H30N3NiO4P

C34H30N3NiO4P as an isolated structure (wB97M-V/def2-TZVPD, the OMol25 dataset).

Values from the calculation:
HOMO (spin up / spin down)	-7.50 / -7.19	eV
energy above the lowest of the compared OMol25 structures with the same formula, charge and spin	18.1	kJ/mol
⟨S²⟩	2.060
max |F|	0.68	eV Å⁻¹
energy	-98734.7578	eV
Kohn-Sham gap (spin up / spin down)	7.538 / 5.880	eV

ORCA input file:
```
! RIJCOSX wB97M-V def2-TZVPD def2/J DEFGRID3
* xyz 0 3
H -0.153 -3.634 2.576
Ni -0.589 1.054 1.767
C -2.669 -3.207 1.260
H 0.175 5.819 0.136
C 0.004 1.652 -1.117
H 0.787 2.352 -0.812
C -0.727 5.792 -2.415
N -0.646 6.658 -3.168
C -1.468 2.834 0.518
H -1.931 -3.059 -0.742
H -1.690 3.393 -2.884
C 1.574 0.000 -0.658
H 2.823 1.626 -3.622
H -2.509 2.739 2.374
C -2.729 -2.567 2.494
H -0.415 4.190 1.888
C -0.687 4.029 0.854
O 0.428 0.577 3.636
C -1.458 -1.306 0.420
C 2.759 0.844 3.184
O -2.014 -0.975 -4.591
H -3.218 -3.033 3.340
C -2.019 -2.569 0.219
C 2.611 -1.818 1.826
C 1.326 1.269 3.083
H 0.707 -1.323 2.674
H -2.137 -0.795 3.575
H -0.171 -0.082 -4.973
H 1.271 -5.458 1.703
H -3.753 -4.912 1.973
C 1.647 -4.442 1.735
H -2.162 1.684 -1.158
H -1.990 -1.410 -2.234
C -0.825 4.704 -1.477
H -1.493 1.040 -4.659
C -3.279 -4.571 1.049
C -1.212 -0.703 -1.977
C -1.341 3.533 -1.867
N 0.167 0.451 -0.269
C -2.136 -1.324 2.630
H -2.265 -0.980 -5.519
H -4.898 -3.974 0.132
H -3.087 1.573 1.063
C 2.688 0.580 0.204
C 3.417 -2.862 1.364
C -0.693 0.111 -2.935
H 3.399 1.727 3.190
C 3.509 1.988 -1.668
H 0.480 1.886 -3.255
C 1.693 0.383 -2.193
C -1.343 2.363 -0.920
C -1.080 0.062 -4.371
C 0.341 1.102 -2.509
H 4.354 1.828 0.325
C -2.366 2.314 1.388
O -4.186 -4.598 -0.043
H 4.210 2.760 -1.959
C -0.367 4.912 -0.096
P 3.401 -0.162 1.745
H 2.949 0.255 4.080
C 1.319 -2.111 2.263
H 1.591 -1.083 -0.538
C 2.760 1.369 -2.570
C 3.519 1.507 -0.291
H 1.782 -0.519 -2.799
H -2.497 -5.286 0.793
C 2.938 -4.166 1.308
C 0.847 -3.417 2.221
O 1.058 2.252 2.328
N -1.534 -0.701 1.621
H 3.576 -4.962 0.945
C -0.806 -0.561 -0.639
H 4.430 -2.643 1.044
*
```

***

No. 5
# C34H30OPS4V

C34H30OPS4V as an isolated structure (wB97M-V/def2-TZVPD, the OMol25 dataset).

Values from the calculation:
HOMO (spin up / spin down)	-3.47 / -2.80	eV
energy above the lowest of the compared OMol25 structures with the same formula, charge and spin	0.0	kJ/mol
⟨S²⟩	0.764
max |F|	0.11	eV Å⁻¹
energy	-116111.9893	eV
Kohn-Sham gap (spin up / spin down)	5.758 / 5.091	eV

ORCA input file:
```
! RIJCOSX wB97M-V def2-TZVPD def2/J DEFGRID3
* xyz -1 2
S -0.499 0.891 -3.005
C 2.126 4.556 -2.571
C 0.825 1.830 1.019
O -0.331 0.180 -1.668
C -0.999 -5.577 1.486
H -4.343 3.406 -4.651
C -3.178 0.445 1.793
H -1.370 3.282 1.487
C -4.182 1.844 -1.649
V 1.142 -1.268 -1.373
H -1.276 -6.620 1.591
C -2.159 -0.474 1.566
S 3.331 -0.351 -1.212
H 3.681 -1.074 5.694
C 3.029 -2.965 1.505
H -0.676 -2.747 3.306
H -0.526 -5.767 -0.596
C 0.072 3.431 -2.027
H 2.789 5.402 -2.439
C 3.062 -1.104 4.806
H 1.952 1.591 -4.194
C 2.636 -1.999 2.589
H 3.450 3.512 -3.911
C 0.449 2.394 -2.878
C 3.403 -1.934 3.749
C -0.681 -3.407 2.444
H 1.469 1.676 1.889
C 1.493 -1.187 2.486
H 0.657 -3.994 -1.862
C 1.922 -0.323 4.716
C -0.259 -2.926 1.207
H 1.630 0.324 5.534
H -2.466 0.744 -0.921
H -4.186 0.098 1.986
C -2.892 1.800 1.775
S 4.555 0.446 -3.849
C -3.936 2.827 -3.833
C -2.893 1.328 -1.727
C 2.495 3.515 -3.404
C -4.701 2.591 -2.694
C -0.563 1.315 1.280
C -1.066 -4.729 2.588
H -1.389 -5.105 3.552
P 0.478 -1.277 0.932
H -3.673 2.530 1.954
C -2.142 1.581 -2.860
H 3.033 -2.487 0.524
H -0.860 3.376 -1.477
C 0.913 4.517 -1.885
C 1.649 2.423 -3.569
H 0.805 2.897 0.798
H -2.048 2.494 -4.804
C -0.851 -0.063 1.323
H -2.386 -1.532 1.577
H 4.023 -3.369 1.696
H 1.300 1.319 0.179
H -0.616 -2.791 -1.772
C 3.383 -0.332 -2.964
H -5.706 2.989 -2.628
H -4.772 1.658 -0.761
C 1.149 -0.373 3.564
H 0.256 0.236 3.509
C -2.653 2.316 -3.922
C -0.578 -5.098 0.257
H 4.289 -2.555 3.819
C -1.594 2.220 1.513
C 0.258 -3.200 -1.222
H 0.637 5.331 -1.226
S 2.002 -1.130 -3.674
C -0.214 -3.757 0.080
H 2.322 -3.798 1.455
*
```

***

No. 6
# C34H31BCo2O8

C34H31BCo2O8 as an isolated structure at a distorted geometry (wB97M-V/def2-TZVPD, the OMol25 dataset).

Values from the calculation:
HOMO	-8.11	eV
energy above the lowest of the compared OMol25 structures with the same formula, charge and spin	44.6	kJ/mol
max |F|	7.69	eV Å⁻¹
energy	-128066.6455	eV
Kohn-Sham gap	6.978	eV

ORCA input file:
```
! RIJCOSX wB97M-V def2-TZVPD def2/J DEFGRID3
* xyz 0 1
C 3.796 -0.736 3.581
H -1.420 -1.739 -5.573
C -2.596 -2.746 -2.147
H -1.066 -5.840 -1.931
H -4.804 -1.402 3.546
H -4.615 1.681 -3.344
H -5.029 -4.664 -0.638
H 4.108 -2.372 4.885
C -1.639 -0.060 -4.302
C 4.232 0.560 3.226
C 5.985 0.495 4.848
O 1.978 2.747 5.301
C -3.901 -1.185 2.891
H -3.107 -3.206 3.035
C -2.494 0.418 1.618
C -1.642 -1.777 2.094
H 6.001 -1.242 6.110
C -2.841 -2.148 2.761
C -4.049 -4.385 -1.058
C 2.490 0.947 1.282
C -2.253 -1.053 -5.352
H -3.848 1.825 -4.984
O 5.114 5.126 3.360
H -2.564 1.125 0.815
C 1.028 0.593 1.321
H -4.660 0.729 2.177
H -0.505 -3.378 -2.219
Co 3.671 2.108 0.550
C -1.820 -5.045 -1.797
C -3.731 0.096 2.269
C -3.992 1.175 -4.105
C 2.366 2.995 4.250
C 5.186 3.066 0.692
H -1.102 -2.590 1.646
H -2.651 -0.616 -6.274
C 1.620 4.321 2.129
B -2.386 -1.340 -2.776
C -0.055 -0.196 0.718
H -3.403 -6.438 -1.308
H -1.135 1.837 -2.210
C -2.101 2.017 -2.704
H -4.487 0.233 -4.391
C -1.394 -0.493 1.524
H 2.984 -1.209 3.024
C 4.054 1.179 -0.861
C 5.358 1.154 3.815
H 0.288 0.032 -5.247
C -3.115 -5.389 -1.367
H -2.787 2.388 -1.926
H 5.716 2.116 3.427
O 1.778 3.832 -0.876
H 0.590 1.677 1.033
H -1.947 2.870 -3.394
H 6.843 0.964 5.310
C 4.280 4.367 3.005
O -1.113 -1.006 -3.329
H 0.095 -1.213 0.336
Co 2.959 3.306 2.644
O 4.145 0.534 -1.885
O 0.680 5.008 1.918
H 0.940 0.232 2.393
C -0.463 0.732 -4.852
H 0.053 1.344 -4.091
C -3.734 -3.053 -1.366
O -3.148 -0.212 -2.444
C 3.521 1.382 2.171
C -1.549 -3.703 -2.112
H -0.572 0.220 -0.207
C 4.447 -1.383 4.615
C 5.515 -0.753 5.271
H -0.759 1.401 -5.680
O 6.188 3.605 0.606
H -4.319 -2.237 -0.925
C -2.693 0.782 -3.418
C 2.522 3.281 -0.196
H -3.043 -1.693 -4.906
*
```